No. 1
Computed, not measured: a molecular structure, C31H31BBrCl5N5OS2SbTc, with ωB97M-V/def2-TZVPD.

XYZ file:
```
79
C31H31BBrCl5N5OS2SbTc ωB97M-V/def2-TZVPD
Tc 0.09772 -0.02627 0.51871
Cl 0.76224 -6.60345 -2.41967
C 0.91819 -5.14662 -1.52250
C 0.22927 -4.00550 -1.91810
Cl -0.79725 -4.02230 -3.29727
C 0.35867 -2.84294 -1.17588
Cl -0.49752 -1.39604 -1.63378
C 1.15723 -2.76390 -0.03756
O 1.26222 -1.65894 0.66722
C 1.85262 -3.91959 0.34208
Cl 2.83805 -3.82567 1.74875
C 1.73411 -5.09488 -0.38808
Cl 2.58607 -6.49627 0.11397
C 1.12250 3.71269 1.61602
N 0.51165 4.07666 0.35232
C 0.73169 5.28362 -0.26387
C -0.10824 5.33741 -1.31675
N -0.84532 4.17840 -1.34821
B -1.84028 4.02358 -2.59415
N -2.83996 2.87914 -2.38875
C -4.03625 2.98876 -1.72740
C -4.66677 1.79377 -1.78542
N -3.84478 0.94965 -2.49554
C -4.13386 -0.43215 -2.81197
C -2.71306 1.61699 -2.85840
S -1.41123 0.95467 -3.70273
C -0.46567 3.41046 -0.31800
S -1.25966 1.94945 0.24015
H 2.01373 4.32231 1.74802
H 1.39643 2.66311 1.61888
H 0.43536 3.88955 2.44237
H 1.46532 5.98013 0.09903
H -0.25349 6.10195 -2.05778
H -1.16121 3.82204 -3.55938
H -2.44602 5.06841 -2.64774
H -4.34638 3.91382 -1.27628
H -5.61752 1.47375 -1.39908
H -5.21255 -0.56394 -2.86805
H -3.72845 -1.09453 -2.04942
H -3.67667 -0.67925 -3.76670
C -1.69428 -0.82145 1.41108
C -1.58964 -2.30358 1.50585
C -0.80618 -2.88168 2.51121
C -0.62752 -4.24824 2.58407
C -1.23547 -5.07949 1.64256
C -2.03181 -4.52586 0.64469
C -2.20367 -3.15350 0.58426
C -1.03098 -6.50269 1.69217
N -0.86473 -7.63948 1.72614
H -1.80422 -0.37751 2.39952
H -2.53649 -0.50647 0.78706
H -0.30644 -2.23621 3.22427
H -0.00851 -4.68084 3.35875
H -2.50680 -5.17201 -0.08215
H -2.81685 -2.73444 -0.20230
C 4.16824 0.34898 -0.42832
Sb 2.23256 0.92353 -1.10923
C 2.30137 -0.03426 -3.00868
C 2.71823 2.87883 -1.80325
H 4.88477 0.51090 -1.23210
H 4.15619 -0.70510 -0.15373
H 4.45346 0.93812 0.44176
H 3.14167 0.37738 -3.56609
H 1.37250 0.15310 -3.54340
H 2.43773 -1.10791 -2.88189
H 3.51448 2.77420 -2.53858
H 3.06117 3.51067 -0.98622
H 1.84644 3.33411 -2.27153
Br 2.58940 1.42077 6.63971
C 1.88161 1.04930 4.92198
C 2.65072 0.36365 3.99917
C 2.11760 0.08600 2.74588
C 0.83129 0.50133 2.38581
C 0.08277 1.18441 3.35158
C 0.59491 1.45944 4.61048
H 3.64831 0.03492 4.25756
H 2.72197 -0.47654 2.04611
H -0.91578 1.52959 3.11388
H 0.00107 1.98998 5.34282
```

Multiplicity = 4
Energy above the lowest of the compared OMol25 structures with the same formula, charge and spin = 12.0 kcal per mole
Expectation value of S² = 3.79
Frontier orbital gap (spin up / spin down) = 0.248 / 0.198 Eh
Charge = 0
E_tot = -205887.123 eV

---

No. 2
Computed, not measured: 8 unconnected molecules or ions with the total composition C18H52Cl4O20P4 in a non-equilibrium geometry, with ωB97M-V/def2-TZVPD.

XYZ file:
```
98
C18H52Cl4O20P4 ωB97M-V/def2-TZVPD
C -7.57412 2.77574 -2.47173
O -6.40598 2.59434 -3.27932
P -5.30106 1.54816 -2.91593
O -4.48635 1.15835 -4.03787
O -4.47408 2.17767 -1.70770
C -3.80221 3.42583 -1.91655
O -6.07745 0.40571 -2.19462
C -5.39447 -0.74973 -1.64685
H -8.44336 2.48317 -3.05884
H -7.61516 3.81801 -2.16990
H -7.59390 2.13403 -1.59043
H -2.72893 3.25182 -1.97279
H -4.08142 4.14444 -1.14795
H -4.07919 3.91009 -2.86061
H -5.61948 -1.61097 -2.27338
H -5.76498 -0.89452 -0.63907
H -4.32357 -0.60173 -1.66250
C 2.07642 -6.71877 -0.15444
O 1.88398 -5.84067 0.94111
P 3.09002 -5.02057 1.56079
O 3.90860 -4.23687 0.65354
O 3.87179 -6.07210 2.41941
C 3.18009 -6.89691 3.35825
O 2.31565 -4.16108 2.63050
C 1.77408 -2.89255 2.30147
H 1.66300 -6.24347 -1.04304
H 1.56311 -7.64985 0.06367
H 3.13028 -6.91339 -0.36314
H 2.88523 -7.81257 2.83768
H 2.26743 -6.41541 3.70730
H 3.79391 -7.17812 4.20667
H 0.71904 -2.95947 2.01152
H 2.29455 -2.36606 1.50136
H 1.76223 -2.19404 3.14204
C 4.95801 0.75739 -2.38092
O 4.16948 0.86426 -3.58033
P 2.60227 0.99367 -3.45211
O 1.97931 0.07185 -2.49297
O 2.10568 0.94802 -4.94070
C 2.64462 0.04324 -5.92272
O 2.36209 2.52698 -3.14014
C 1.96753 2.91025 -1.82645
H 5.36016 1.75336 -2.19410
H 5.75293 0.03714 -2.53560
H 4.36382 0.44626 -1.51976
H 2.10388 -0.89995 -5.96918
H 3.69663 -0.17394 -5.72533
H 2.63592 0.53796 -6.89269
H 2.34183 2.24059 -1.05149
H 0.88318 3.01788 -1.76093
H 2.37412 3.90294 -1.62570
C -1.76009 5.04919 6.10935
O -0.49747 4.43451 6.27586
P -0.38777 2.86598 6.14027
O 0.95997 2.39549 6.40181
O -1.50663 2.29156 7.09550
C -1.50797 2.60315 8.47891
O -1.00355 2.58473 4.73180
C -0.92824 1.31514 4.05585
H -1.66415 6.12182 6.25958
H -2.50676 4.68896 6.81924
H -2.13241 4.88786 5.09650
H -2.39090 3.16536 8.77767
H -0.63524 3.21305 8.73529
H -1.42501 1.68350 9.05333
H -0.32965 0.57244 4.58306
H -0.57859 1.57266 3.06221
H -1.92832 0.87988 3.97920
C 0.50073 0.21788 0.87718
C -0.73949 -0.32491 0.21158
O -1.06965 -1.63498 0.67018
O 1.67612 -0.33458 0.30494
H 0.42024 -0.12752 1.91458
H 0.52462 1.31703 0.90951
H -0.63310 -0.39828 -0.87920
H -1.55631 0.37527 0.42291
H -0.55431 -2.27572 0.17078
H 1.63854 -0.11190 -0.64329
C -1.13839 -0.19500 -5.42611
C -0.87752 -1.33306 -4.45420
O -2.09533 -1.91122 -3.93873
O -1.52110 1.00661 -4.80739
H -1.89149 -0.47669 -6.18125
H -0.22278 -0.00984 -5.99424
H -0.42030 -0.88082 -3.57068
H -0.23080 -2.13579 -4.82287
H -2.70829 -2.09926 -4.65626
H -2.32489 0.81825 -4.29249
C 2.73924 3.16724 3.01082
Cl 3.77444 2.01024 2.09143
Cl 1.35886 3.59102 2.00563
H 2.46633 2.58816 3.88569
H 3.37629 4.00352 3.26175
C 3.70836 -2.71692 -2.06968
Cl 2.99717 -2.64270 -3.68077
Cl 5.47472 -2.92060 -2.11548
H 3.52991 -1.75162 -1.61365
H 3.30579 -3.51553 -1.46361
```

Multiplicity = 1
Energy above the lowest of the compared OMol25 structures with the same formula, charge and spin = 0.0 kcal per mole
SMILES = COP(=O)(OC)OC.COP(=O)(OC)OC.COP(=O)(OC)OC.COP(=O)(OC)OC.ClCCl.ClCCl.OCCO.OCCO
Frontier orbital gap = 0.367 Eh
Charge = 0
E_tot = -147713.051 eV

---

No. 3
Computed, not measured: a molecular structure, C51H33FeN5O4, with ωB97M-V/def2-TZVPD.

XYZ file:
```
94
C51H33FeN5O4 ωB97M-V/def2-TZVPD
Fe -0.22140 -0.12509 -0.11705
C -3.64495 3.99962 5.34716
C -2.35114 3.49519 5.34682
C -1.87330 2.79937 4.24573
C -2.68356 2.59685 3.13017
C -3.97947 3.10553 3.13909
C -4.45865 3.80257 4.24000
C -2.13628 1.85266 1.95988
C -2.61573 0.56947 1.71521
C -3.69232 -0.04882 2.45996
C -3.92123 -1.25090 1.88847
C -2.96335 -1.38575 0.80914
C -2.85249 -2.52340 -0.00515
C -3.90307 -3.57415 0.13963
C -3.62346 -4.85464 0.60975
C -4.63014 -5.80341 0.73186
C -5.93644 -5.48954 0.38747
C -6.22941 -4.21671 -0.08444
C -5.22156 -3.27229 -0.20706
C -1.86161 -2.70487 -0.97680
N -0.87328 -1.82140 -1.27415
C -0.14186 -2.37733 -2.28381
C 0.91162 -1.77445 -2.96686
C 1.63529 -2.59147 -3.98836
C 1.09338 -2.80081 -5.25393
C 1.77256 -3.55490 -6.20109
C 3.00827 -4.10834 -5.89546
C 3.55867 -3.90211 -4.63792
C 2.87602 -3.14962 -3.69231
C 1.34143 -0.44824 -2.79857
C 2.42031 0.16626 -3.54230
C 2.52424 1.43688 -3.08858
C 1.50237 1.59957 -2.07437
N 0.80346 0.44214 -1.93643
C 1.31101 2.76266 -1.32182
C 0.38089 2.92404 -0.28555
C 0.15074 4.16141 0.42348
C -0.80253 3.90505 1.35193
C -1.15722 2.51450 1.20105
N -0.43824 1.95463 0.20215
C 2.19101 3.92722 -1.62685
C 3.14260 4.35295 -0.70173
C 3.96841 5.43228 -0.97974
C 3.85479 6.10572 -2.18866
C 2.90971 5.69049 -3.11659
C 2.08576 4.60947 -2.83674
C -0.66962 -3.68735 -2.60924
C -1.74836 -3.87956 -1.81948
N -2.18503 -0.27941 0.73563
H -4.01793 4.54343 6.20639
H -1.71250 3.64061 6.20943
H -0.86933 2.39087 4.23608
H -4.60926 2.95439 2.27054
H -5.46805 4.19546 4.23110
H -4.19854 0.38294 3.30807
H -4.64967 -1.99080 2.17846
H -2.60966 -5.11281 0.88570
H -4.39079 -6.79192 1.10444
H -6.72061 -6.23004 0.48489
H -7.24446 -3.95897 -0.36091
H -5.44710 -2.27987 -0.57809
H 0.13049 -2.36374 -5.48964
H 1.33651 -3.70748 -7.18088
H 3.53913 -4.69718 -6.63317
H 4.52234 -4.33037 -4.39080
H 3.30079 -2.98696 -2.70902
H 3.01736 -0.31454 -4.30104
H 3.22976 2.18990 -3.40061
H 0.64046 5.10119 0.22549
H -1.23707 4.59338 2.05906
H 3.23163 3.82132 0.23831
H 4.70568 5.74623 -0.25111
H 4.49910 6.94834 -2.40657
H 2.81149 6.21181 -4.06094
H 1.34558 4.28513 -3.55816
H -0.27954 -4.35011 -3.36499
H -2.41594 -4.72579 -1.80901
O -0.20934 -5.07479 1.60602
N -0.33838 -3.88714 1.57526
O 0.40951 -2.98592 1.45786
O 1.56099 -0.31419 0.78685
C 1.60380 -0.06161 2.04645
O 0.63766 0.02466 2.80099
C 3.00177 0.15396 2.59053
C 4.09697 0.21931 1.73653
C 5.36774 0.44381 2.24858
C 5.55106 0.59813 3.61642
C 4.45852 0.53244 4.47220
C 3.18809 0.31559 3.95837
H 3.92870 0.09620 0.67472
H 6.21781 0.49870 1.57895
H 6.54347 0.77119 4.01566
H 4.59856 0.65372 5.53980
H 2.31637 0.26954 4.59827
```

Multiplicity = 6
Energy above the lowest of the compared OMol25 structures with the same formula, charge and spin = 15.2 kcal per mole
Expectation value of S² = 8.76
Frontier orbital gap (spin up / spin down) = 0.206 / 0.189 Eh
Charge = -1
E_tot = -103452.524 eV

---

No. 4
Computed, not measured: 2 unconnected molecules or ions with the total composition CBrFNO2 in a non-equilibrium geometry, with ωB97M-V/def2-TZVPD.

XYZ file:
```
6
CBrFNO2 ωB97M-V/def2-TZVPD
C 0.04059 0.05182 0.69574
N -0.39979 0.32686 -0.64149
O 1.05808 -0.47009 1.00221
O -0.93057 0.49588 1.23334
F 0.37649 -1.08026 -2.37577
Br -0.02536 1.83852 -1.42554
```

Multiplicity = 1
Energy above the lowest of the compared OMol25 structures with the same formula, charge and spin = 49.9 kcal per mole
Frontier orbital gap (spin up / spin down) = 0.250 / 0.307 Eh
Charge = -1
E_tot = -79379.168 eV

---

No. 5
Computed, not measured: C10H17N3O6 in the gas phase in a non-equilibrium geometry, with ωB97M-V/def2-TZVPD.

XYZ file:
```
36
C10H17N3O6 ωB97M-V/def2-TZVPD
C 1.06526 -0.75395 -0.41192
C 0.61475 -0.29521 0.96756
C 1.86663 0.30886 -1.13968
C 3.04996 0.81423 -0.32730
C 4.10984 -0.24065 -0.18710
C -1.47040 0.89804 0.16142
C -1.40212 2.37588 -0.24247
C -2.83059 0.60596 0.78650
C -3.06571 -0.86984 1.11210
C -3.05525 -1.73747 -0.14216
H -0.38053 -2.13651 -0.87797
H 0.27896 -1.42133 -2.21281
H 1.70315 -1.58388 -0.17845
H 2.14866 -0.08163 -2.17091
H 1.20909 1.15517 -1.37440
H 2.68932 1.11158 0.68750
H 3.52186 1.69059 -0.78013
H 5.05410 -1.58238 0.96188
H 3.56222 -1.01864 1.68081
H -0.29722 1.09007 1.94822
H -1.36800 0.36666 -0.77211
H -2.90003 1.17989 1.74293
H -3.64567 0.97886 0.15617
H -2.28940 -1.21090 1.72337
H -4.05734 -1.00916 1.62587
H -3.91719 -1.95697 -1.80447
H 0.35292 2.36413 0.47275
N -0.03541 -1.25173 -1.26811
N 4.31990 -0.88836 1.01767
N -0.41711 0.55470 1.08519
O 1.28999 -0.63131 1.92705
O 4.87059 -0.44765 -1.09242
O -2.35402 2.95277 -0.75396
O -2.40979 -2.77328 -0.25734
O -3.90589 -1.28569 -1.08935
O -0.24473 3.00106 -0.00062
```

Multiplicity = 1
Energy above the lowest of the compared OMol25 structures with the same formula, charge and spin = 9.8 kcal per mole
SMILES = NC(=O)CC[C@H](N)C(=O)N[C@@H](CCC(=O)O)C(=O)O
Frontier orbital gap = 0.375 Eh
Charge = 0
E_tot = -27402.956 eV

---

No. 6
Computed, not measured: a molecular structure, C4H11ClI2O2OsP in a non-equilibrium geometry, with ωB97M-V/def2-TZVPD.

XYZ file:
```
22
C4H11ClI2O2OsP ωB97M-V/def2-TZVPD
I 1.04459 2.59630 1.48453
I 1.09069 -2.66849 0.97588
Os 0.88250 -0.06324 1.23766
P -0.44593 -0.00648 -0.61005
C 0.47199 -0.02195 -2.18259
C -1.65012 -1.37441 -0.78855
H -2.20147 1.50224 0.11050
H -2.11100 1.39538 -1.68880
H -0.90548 2.36254 -0.77168
C -1.52880 1.46588 -0.75681
H -2.33515 -1.37288 0.06828
H -2.22162 -1.24038 -1.71487
H -0.24362 -0.15170 -3.00094
H 1.19263 -0.84664 -2.18147
H -1.11516 -2.32946 -0.80587
H 1.00542 0.92652 -2.29877
C 2.50104 0.07537 0.35225
O 3.49162 0.12685 -0.26035
Cl -1.24536 -0.25906 2.34249
O 1.67443 -0.17571 3.21306
H 1.63950 0.74076 3.54488
H 1.00930 -0.68144 3.73122
```

Multiplicity = 5
Energy above the lowest of the compared OMol25 structures with the same formula, charge and spin = 0.0 kcal per mole
Expectation value of S² = 6.02
Frontier orbital gap (spin up / spin down) = 0.334 / 0.203 Eh
Charge = +3
E_tot = -48867.718 eV